Molecular formula: C32H42N
Method: DFT, ωB97M-V/def2-TZVPD

Positions of all 75 atoms, in Å:
C  0.96051  -5.00964  1.05462
C  1.57185  -3.83925  0.34306
C  1.65217  -2.62486  1.01883
C  2.25905  -1.51021  0.44325
C  2.32794  -0.30031  1.32839
C  2.68950  -1.56538  -0.89931
C  3.16554  -0.28448  -1.58337
C  4.57040  0.09397  -1.07416
C  2.12674  0.88795  -1.49072
C  0.67615  0.58529  -1.40875
C  -0.30431  1.39733  -2.04224
C  -1.30361  0.87343  -2.94645
C  -1.15897  -0.46865  -3.59885
C  -2.38219  1.65369  -3.33721
C  -2.52553  2.97780  -2.90848
C  -3.75985  3.75870  -3.24129
C  -1.45108  3.55179  -2.22241
C  -0.33309  2.82405  -1.83540
C  0.80800  3.55946  -1.20624
C  2.66013  -2.80676  -1.57854
C  3.19269  -2.98448  -2.98358
C  2.08228  -3.91597  -0.95734
H  0.90333  -5.89137  0.40551
H  1.55334  -5.27333  1.94435
H  -0.05119  -4.77017  1.41522
H  1.22442  -2.53939  2.02118
H  3.11377  0.41204  1.06984
H  1.36666  0.23672  1.33741
H  2.49932  -0.61168  2.37105
H  3.28653  -0.49661  -2.65985
H  5.23236  -0.77606  -1.15409
H  5.00500  0.89906  -1.67239
H  4.60087  0.40965  -0.02646
H  2.33098  1.48172  -0.58601
H  2.34277  1.55653  -2.35074
H  0.38187  -0.41287  -1.04191
H  -2.07279  -0.67064  -4.17510
H  -0.31483  -0.45452  -4.30484
H  -0.99597  -1.29843  -2.90286
H  -3.13416  1.22773  -4.01078
H  -3.71065  4.77258  -2.83485
H  -3.91665  3.84528  -4.32321
H  -4.65913  3.27517  -2.84039
H  -1.46630  4.61795  -1.99795
H  0.58782  4.63364  -1.25131
H  0.98481  3.31099  -0.14673
H  1.74138  3.39176  -1.76146
H  3.09210  -4.03959  -3.27113
H  2.62575  -2.39760  -3.72197
H  4.25571  -2.72059  -3.09194
H  2.02052  -4.85713  -1.51493
C  -2.01874  -3.21354  3.10337
C  -3.05678  -2.72586  2.29205
C  -3.14711  -1.35604  2.00200
C  -2.19452  -0.47697  2.53543
C  -2.32954  1.02274  2.42036
C  -2.74405  1.67694  3.77967
C  -1.85907  2.92263  3.92759
C  -0.77437  2.82041  2.84725
N  -1.11127  1.67286  2.05082
C  -1.14790  -0.95976  3.32538
C  -1.06031  -2.32503  3.61960
H  -1.97397  -4.27624  3.35663
H  -3.81781  -3.41223  1.89851
H  -3.95969  -0.94581  1.38311
H  -3.12971  1.24395  1.69343
H  -3.81762  1.90028  3.79257
H  -2.55467  0.99094  4.61621
H  -2.45501  3.82621  3.79068
H  -1.43046  2.98379  4.92867
H  -0.74972  3.75150  2.26438
H  0.21856  2.71281  3.31379
H  -0.56229  1.38818  1.25080
H  -0.41319  -0.25085  3.73108
H  -0.26269  -2.68520  4.27912

**Charge**: +1
**Orbital gap**: 4.839 eV
**Lowest unoccupied orbital energy**: -5.5637 eV
**M**: 440.7 u

Molecular formula: C43H43CuF3GeN5O5Sb
Method: DFT, ωB97M-V/def2-TZVPD

Positions of all 102 atoms, in Å:
Cu  1.96397  0.18150  1.06249
N  3.29536  0.14808  -0.70988
N  4.28097  -0.83112  -0.55806
C  4.33854  -1.56752  0.58678
N  5.20679  -2.58407  0.58487
N  3.53135  -1.19423  1.56179
N  3.57518  -1.86945  2.76203
O  4.38648  -2.77934  2.94846
O  2.75501  -1.51966  3.57052
H  2.66458  -0.10052  -1.46635
H  3.72532  1.04518  -0.89689
H  4.65854  -1.24898  -1.39516
H  5.86247  -2.68352  -0.16883
H  5.33680  -3.06991  1.46104
C  3.57349  3.16749  1.88990
C  2.13112  2.90406  2.29619
C  2.05702  2.13973  3.60667
O  1.50337  2.17608  1.24348
H  4.09170  3.76087  2.64577
H  3.61644  3.70537  0.94092
H  4.10203  2.21539  1.78051
H  1.61914  3.86872  2.41285
H  2.56473  1.17579  3.50332
H  1.02240  1.94209  3.88466
H  2.53458  2.70024  4.41367
F  -6.14110  0.19123  -1.39992
C  -4.99109  0.69314  -0.90354
C  -4.80589  0.70525  0.46518
C  -3.61253  1.20640  0.96737
C  -2.63079  1.70516  0.11464
C  -2.85782  1.67722  -1.25858
C  -4.04123  1.17164  -1.78329
Sb  -0.63316  2.24021  0.85225
C  -0.39293  3.95746  -0.43325
C  0.86173  4.27445  -0.94717
C  1.03632  5.35625  -1.80192
C  -0.06838  6.11329  -2.13363
F  0.08927  7.16525  -2.96306
C  -1.33085  5.83384  -1.64775
C  -1.48325  4.74764  -0.79742
C  -1.17217  3.26813  2.63120
C  -1.06862  4.65722  2.67569
C  -1.42864  5.36842  3.81242
C  -1.89896  4.66607  4.90175
F  -2.25605  5.34754  6.00875
C  -2.01358  3.29072  4.89956
C  -1.64352  2.59399  3.75829
H  -5.58097  0.31907  1.11393
H  -3.44664  1.19638  2.03745
H  -2.10515  2.05433  -1.94425
H  -4.23066  1.14467  -2.84820
H  1.71427  3.66882  -0.66391
H  2.00556  5.61760  -2.20555
H  -2.16687  6.45809  -1.93340
H  -2.47142  4.52130  -0.41243
H  -0.70075  5.20663  1.81822
H  -1.34924  6.44604  3.85867
H  -2.37951  2.78118  5.78070
H  -1.70411  1.51472  3.75204
O  -0.90462  0.20880  2.20079
C  -0.68441  -0.86686  1.57606
O  0.37177  -1.12567  0.95119
C  -1.80264  -1.87840  1.44318
C  -2.19105  -2.04185  -0.02940
Ge  -0.79162  -2.81169  -1.17379
C  0.35419  -1.52501  -2.10979
C  1.36808  -1.96654  -2.96078
C  2.07206  -1.07346  -3.76329
C  1.77544  0.28472  -3.71985
C  0.78170  0.74247  -2.86248
C  0.07918  -0.15969  -2.07228
C  0.22578  -4.17455  -0.22614
C  -0.38720  -5.39718  0.04809
C  0.27670  -6.38593  0.76234
C  1.57237  -6.16503  1.20570
C  2.19676  -4.95468  0.93673
C  1.52463  -3.96708  0.22977
C  -1.74254  -3.71083  -2.63864
C  -1.27400  -4.88131  -3.23274
C  -1.94868  -5.46143  -4.29986
C  -3.10597  -4.87556  -4.79111
C  -3.58590  -3.70811  -4.21334
C  -2.90742  -3.13401  -3.14767
H  -2.65622  -1.54644  2.03397
H  -1.45119  -2.83056  1.84937
H  -2.53205  -1.08551  -0.44090
H  -3.04092  -2.72439  -0.11269
H  1.59465  -3.02650  -3.02560
H  2.83758  -1.43929  -4.43814
H  2.31238  0.98063  -4.35253
H  0.54958  1.80040  -2.81419
H  -0.69832  0.20875  -1.41368
H  -1.39693  -5.58647  -0.30201
H  -0.21748  -7.32598  0.97316
H  2.09331  -6.93083  1.76621
H  3.20152  -4.77577  1.29869
H  1.99846  -3.00783  0.05621
H  -0.37351  -5.35442  -2.85576
H  -1.57100  -6.37292  -4.74656
H  -3.63420  -5.32774  -5.62092
H  -4.48956  -3.24676  -4.59180
H  -3.29741  -2.22116  -2.70719

**Charge**: 0
**Orbital gap (alpha / beta)**: 6.782 / 7.029 eV
**Lowest unoccupied orbital energy (alpha / beta)**: -0.0022 / -0.6445 eV
**2S+1**: 2
**M**: 1024.8 u

Molecular formula: C5H14NOP
Method: DFT, ωB97M-V/def2-TZVPD

Positions of all 22 atoms, in Å:
C  1.87035  -0.42891  1.35829
C  0.06580  -2.08645  0.87087
C  -1.54070  -0.21318  -2.33718
C  0.10935  2.37990  0.44402
C  0.37618  -0.67813  1.23537
N  -1.52600  0.37326  -1.06339
O  0.97136  0.74787  -1.44034
P  0.01605  0.69127  -0.34528
H  2.13954  -1.19268  0.52217
H  2.13941  0.64403  1.08986
H  2.29633  -0.64624  2.35746
H  0.58436  -2.45811  -0.05074
H  -0.99593  -2.29229  0.70339
H  0.32800  -2.92185  1.74032
H  -2.12802  -1.09276  -2.39251
H  -1.99715  0.50854  -3.11194
H  -0.52483  -0.38885  -2.51914
H  -0.83690  2.62686  0.97024
H  1.04304  2.44579  1.07540
H  0.20206  3.27109  -0.30798
H  -0.21530  -0.19859  2.06817
H  -2.37700  0.90945  -0.86704

**Charge**: 0
**Orbital gap (alpha / beta)**: 4.532 / 6.242 eV
**Lowest unoccupied orbital energy (alpha / beta)**: 1.0406 / -2.9410 eV
**2S+1**: 3
**M**: 135.1 u

Molecular formula: C12H25F2NO10
Method: DFT, ωB97M-V/def2-TZVPD

Positions of all 50 atoms, in Å:
N  1.73196  -0.58468  -0.47453
H  2.16063  -0.48643  -1.30810
H  2.18124  -0.10450  0.17797
H  1.73310  -1.42270  -0.04487
H  0.82088  -0.31562  -0.47963
O  0.15336  0.23576  1.98042
H  -0.61939  0.09738  1.86365
C  -1.34113  3.24524  1.68387
C  0.01620  3.32961  2.51492
O  -0.39692  4.01535  3.66579
C  -1.72762  4.26546  3.67145
O  -2.23022  4.71201  4.67750
O  -2.26681  3.70246  2.57588
F  0.89722  4.04911  1.80124
H  -1.56145  2.22761  1.39849
H  -1.39472  3.74220  0.85095
H  0.40583  2.34164  2.79671
C  0.12609  -2.85227  3.40850
C  -1.13573  -2.12255  3.95617
O  -1.21152  -2.33421  5.35278
C  -0.15715  -3.07032  5.73894
O  0.15933  -3.47280  6.81874
O  0.62787  -3.42188  4.71755
F  -2.28070  -2.67204  3.38135
H  0.87651  -2.30324  2.89340
H  -0.36839  -3.83955  2.98435
H  -0.91452  -1.22804  3.57158
C  -1.98408  -1.33491  0.08036
O  -1.29708  -0.97860  -1.10601
C  -1.82901  0.12307  -1.83542
C  -1.08244  0.24202  -3.18740
O  0.11437  0.53803  -2.98404
C  0.78058  1.14351  -4.10048
C  2.21120  0.53928  -4.34238
O  1.98049  -0.75602  -4.94846
C  3.20723  -1.37412  -5.19357
H  -2.34739  -0.48698  0.64488
H  -1.33258  -1.86695  0.73633
H  -2.68135  -2.06818  -0.04012
H  -1.81234  0.95972  -1.34014
H  -2.89530  -0.23054  -2.10699
H  -1.54927  1.19970  -3.70868
H  -1.44833  -0.66644  -3.83638
H  0.81495  2.28803  -4.05963
H  0.19727  0.76073  -4.97951
H  2.79544  0.34999  -3.29946
H  2.93115  1.27716  -4.87751
H  3.92346  -1.43081  -6.18440
H  2.98027  -2.46402  -5.12260
H  4.03882  -1.49668  -4.38344

**Charge**: 0
**Orbital gap**: 7.634 eV
**Lowest unoccupied orbital energy**: -0.6186 eV
**M**: 381.3 u

Molecular formula: CH2O2
Method: DFT, ωB97M-V/def2-TZVPD

Positions of all 5 atoms, in Å:
C  -0.20210  0.13573  0.34150
H  0.66492  -0.59421  -1.10049
H  -0.83579  -0.76716  0.22097
O  0.72259  0.22086  -0.61809
O  -0.34963  1.00478  1.15611

**Charge**: 0
**Orbital gap**: 11.524 eV
**Lowest unoccupied orbital energy**: 0.5571 eV
**Structure (SMILES)**: O=CO
**M**: 46.0 u

Molecular formula: C6H9N
Method: DFT, ωB97M-V/def2-TZVPD

Positions of all 16 atoms, in Å:
C  2.43566  -2.48014  0.32935
C  -0.04796  -1.32135  -0.03349
C  -0.68327  0.12951  -0.36868
C  1.25807  -2.00033  0.45081
C  -0.79913  2.56058  -0.25884
C  -0.30727  1.25471  0.17668
N  1.68975  -2.98514  1.52803
H  3.39237  -2.30258  0.03584
H  -0.89010  -1.63045  0.66666
H  -0.13284  -1.87374  -0.98983
H  -1.63351  0.11907  -0.82239
H  -1.27906  3.37807  0.45047
H  -1.70486  2.39826  -0.93016
H  0.02911  3.11843  -0.70645
H  0.61898  1.29012  0.84930
H  1.30402  -4.03431  1.28624

**Charge**: 0
**Orbital gap**: 9.024 eV
**Lowest unoccupied orbital energy**: 0.9033 eV
**Structure (SMILES)**: C/C=C/CC1=CN1
**M**: 95.1 u

Molecular formula: C8H12N2O
Method: DFT, ωB97M-V/def2-TZVPD

Positions of all 23 atoms, in Å:
C  -0.02312  3.28852  0.83343
C  0.77000  2.15998  0.42571
C  -1.00298  2.77101  1.62843
C  0.22756  1.04309  1.07999
C  0.66562  -0.65940  -1.68702
C  0.70918  -0.27245  1.15016
C  -0.41299  -1.39687  -1.97370
C  -0.57736  -2.61303  -2.93201
N  0.41919  -1.16216  2.12990
N  -0.30729  -1.00266  3.18936
O  -0.87695  1.47280  1.85186
H  -0.03912  4.21332  0.44112
H  1.40035  2.19999  -0.36824
H  -1.66525  3.13193  2.32310
H  0.71917  0.17154  -1.09060
H  1.72336  -0.72238  -2.16892
H  1.50529  -0.48741  0.41553
H  -1.22939  -1.34062  -1.21914
H  -0.82822  -3.55219  -2.51080
H  0.18512  -2.79632  -3.58915
H  -1.52597  -2.42034  -3.48927
H  0.92370  -2.00972  2.21350
H  -0.75990  -0.01661  3.34679

**Charge**: 0
**Orbital gap (alpha / beta)**: 7.498 / 7.525 eV
**Lowest unoccupied orbital energy (alpha / beta)**: 0.6091 / 0.3586 eV
**M**: 152.2 u

Molecular formula: C5H15BCl3CsFKLiN3NaO9P
Method: DFT, ωB97M-V/def2-TZVPD

Positions of all 42 atoms, in Å:
C  -1.86349  -1.09800  -0.49506
N  -1.05127  -1.76420  -1.53987
C  -0.87912  -1.02954  -2.79359
B  0.16619  -2.26687  -0.95381
O  0.23803  -3.52926  -0.43346
N  1.51053  -1.51328  -0.82003
C  1.50124  -0.19745  0.03435
C  0.92856  0.91138  -0.77626
N  1.51265  1.16307  -1.88495
H  -2.82638  -1.59725  -0.39820
H  -1.38655  -1.16747  0.46821
H  -1.99290  -0.03857  -0.68173
H  0.09683  -0.56352  -2.91041
H  -1.62608  -0.24272  -2.90854
H  -1.04303  -1.69329  -3.64071
H  -0.08891  -4.18048  -1.06339
H  2.13641  -2.14558  -0.33308
H  1.97450  -1.29017  -1.70281
H  2.57124  0.02094  0.21882
H  1.03567  -0.35227  0.99836
H  0.06373  1.39572  -0.34327
H  1.07959  1.95632  -2.34902
C  -2.53947  1.37135  2.72544
Cl  -1.18136  0.83022  1.68718
Cl  -3.00742  3.01077  2.33955
H  -3.39594  0.73362  2.55122
H  -2.24782  1.31396  3.76515
F  1.07378  1.98940  1.17468
O  4.77480  -0.05694  -2.51828
P  5.15153  0.47470  -1.06619
O  6.71150  0.45693  -0.98198
O  4.49412  -0.50583  -0.05173
O  4.60825  1.88369  -0.96908
K  3.56311  -1.16516  -4.08887
Cs  4.15703  -4.01089  -1.61425
Na  7.85352  -0.24137  -2.65117
Li  -2.93663  1.14983  -1.61409
O  -4.71211  1.55003  4.76067
Cl  -5.83398  2.40441  5.13088
O  -5.34545  3.52411  5.88865
O  -6.76519  1.63839  5.91829
O  -6.47970  2.87129  3.92241

**Charge**: 0
**Orbital gap**: 2.671 eV
**Lowest unoccupied orbital energy**: -3.0512 eV
**M**: 630.3 u